# 1
Computed, not measured: a 11-piece molecular cluster, C38H55N13O2 overall in a non-equilibrium geometry, with ωB97M-V/def2-TZVPD.

Computed properties:
HOMO energy (spin up / spin down) = -0.43 / -5.68 eV
LUMO (spin up / spin down) = 0.08612 / 0.08571 Eh
Gap between HOMO and LUMO (spin up / spin down) = 2.77 / 8.01 eV
Charge = -1
2S+1 = 2

Each line ends with the Löwdin charge.
Positions of all 108 atoms, in Å:
O (-19.5005, -21.4366, 23.9537)  -0.030
O (-20.2686, -22.1184, 27.2635)  -0.012
N (-19.5707, -20.1857, 26.3449)  0.173
N (-20.5381, -22.9573, 22.8251)  0.204
N (-11.0295, -17.5122, 20.2940)  0.008
N (-16.3179, -19.7234, 27.1677)  -0.003
N (-14.0620, -15.9596, 24.8692)  0.014
N (-19.1394, -23.2133, 19.7415)  0.038
N (-15.9055, -22.3097, 22.9414)  0.175
N (-20.1652, -17.7128, 23.9989)  0.048
N (-16.2794, -24.7715, 21.1167)  0.003
N (-19.6765, -17.1671, 20.4182)  0.049
N (-20.8410, -22.9655, 24.9220)  0.199
N (-19.7334, -20.3131, 28.4907)  0.153
N (-17.6505, -24.3503, 26.7471)  0.022
C (-17.1635, -25.3938, 27.5532)  -0.122
C (-17.3424, -25.0948, 21.8807)  -0.159
C (-18.9244, -21.8877, 20.0457)  -0.150
C (-19.8386, -21.1136, 19.3743)  -0.093
C (-20.6432, -16.4327, 23.7894)  -0.179
C (-19.9027, -20.9521, 27.3392)  -0.754
C (-15.2002, -19.3811, 27.9286)  -0.165
C (-16.3104, -21.1041, 26.9067)  -0.146
C (-15.1839, -15.3549, 23.0026)  -0.126
C (-18.5032, -16.4836, 20.4371)  -0.163
C (-21.6915, -17.8437, 22.4354)  -0.153
C (-17.3396, -26.4317, 20.0606)  -0.138
C (-20.5754, -22.0024, 18.5557)  -0.119
C (-16.0501, -15.3811, 24.0541)  -0.163
C (-18.9015, -16.8271, 18.3062)  -0.118
C (-16.8546, -18.9097, 22.7756)  -0.244
C (-15.6443, -18.6448, 21.8855)  -0.104
C (-12.2625, -17.9406, 20.7622)  -0.136
C (-16.2358, -25.4574, 25.5132)  -0.130
C (-18.0257, -16.1716, 19.1668)  -0.117
C (-14.5634, -20.5661, 28.2157)  -0.139
C (-21.6148, -16.5122, 22.9046)  -0.146
C (-20.7222, -18.5463, 23.0820)  -0.149
C (-10.9090, -19.7642, 20.6777)  -0.105
C (-18.0550, -26.1095, 21.2099)  -0.125
C (-19.8865, -17.4638, 19.1081)  -0.154
C (-20.2842, -22.3921, 23.9157)  -0.775
C (-10.2096, -18.6267, 20.2762)  -0.151
C (-16.6146, -19.9504, 23.8378)  -0.208
C (-13.9007, -15.7243, 23.5199)  -0.129
C (-17.0123, -24.3446, 25.5286)  -0.155
C (-15.2185, -21.6594, 27.5614)  -0.093
C (-15.3688, -15.7688, 25.1842)  -0.174
C (-20.1318, -23.2452, 18.8124)  -0.165
C (-16.2514, -26.0949, 26.7874)  -0.114
C (-16.2636, -25.5467, 19.9461)  -0.112
C (-12.1962, -19.3061, 20.9572)  -0.127
C (-16.2423, -21.2517, 23.3158)  -0.188
H (-19.4392, -17.9864, 24.6456)  0.057
H (-16.9221, -19.0048, 26.7955)  0.032
H (-19.3609, -19.2009, 26.4236)  -0.007
H (-18.4558, -23.8634, 20.1025)  0.098
H (-15.0934, -18.3307, 28.1560)  0.080
H (-20.4694, -22.5753, 25.7763)  0.023
H (-20.2644, -15.6299, 24.4045)  0.089
H (-19.8647, -20.8144, 29.3577)  0.105
H (-17.1346, -17.9497, 23.2091)  0.084
H (-17.6823, -19.3343, 22.2074)  0.101
H (-18.8809, -16.9161, 17.2301)  0.080
H (-19.8609, -20.0383, 19.4720)  0.064
H (-12.9859, -19.9656, 21.2855)  0.087
H (-22.2083, -15.6555, 22.6214)  0.100
H (-19.6264, -20.5777, 25.4157)  0.035
H (-17.1233, -15.6234, 18.9398)  0.086
H (-19.4263, -19.3516, 28.4543)  0.026
H (-17.1113, -15.1821, 24.0769)  0.084
H (-13.3016, -16.1820, 25.4956)  0.145
H (-20.3935, -24.1554, 18.2934)  0.105
H (-17.5311, -24.5332, 22.7838)  0.080
H (-15.7711, -16.0094, 26.1571)  0.064
H (-15.0585, -22.7275, 27.5624)  0.083
H (-15.3955, -14.9970, 22.0059)  0.089
H (-9.1936, -18.4824, 19.9395)  0.094
H (-17.1063, -21.5078, 26.2985)  0.078
H (-17.6128, -27.1419, 19.2942)  0.085
H (-15.8154, -27.0239, 27.1240)  0.080
H (-18.2011, -16.0742, 21.3898)  0.099
H (-15.4099, -19.5250, 21.2869)  0.064
H (-15.9084, -17.9162, 21.1191)  0.062
H (-18.4541, -23.7909, 26.9951)  0.115
H (-21.2727, -23.6453, 22.7411)  0.126
H (-20.2323, -17.4209, 21.2224)  0.067
H (-15.8315, -25.7727, 24.5627)  0.084
H (-21.6814, -23.5187, 24.8340)  0.125
H (-10.5219, -20.7723, 20.6950)  0.092
H (-15.5680, -24.0698, 21.2639)  0.110
H (-10.8441, -16.5583, 20.0187)  0.142
H (-13.7091, -20.6405, 28.8724)  0.075
H (-22.3185, -18.2500, 21.6555)  0.101
H (-15.4417, -25.3829, 19.2648)  0.097
H (-12.9457, -15.7917, 23.0202)  0.085
H (-14.7154, -18.3026, 22.3417)  0.056
H (-18.0994, -21.6445, 20.6988)  0.105
H (-13.0936, -17.2607, 20.8785)  0.092
H (-20.4289, -19.5842, 23.0265)  0.099
H (-17.6726, -25.5988, 28.4833)  0.098
H (-20.7858, -18.0319, 18.9211)  0.097
H (-15.9256, -19.5753, 24.5945)  0.113
H (-19.0149, -26.4989, 21.5155)  0.090
H (-17.2402, -23.5824, 24.7981)  0.075
H (-20.1725, -22.5507, 21.9759)  0.087
H (-21.3741, -21.6477, 17.9211)  0.092
H (-17.5146, -20.1835, 24.4068)  0.071

# 2
Computed, not measured: a 9-piece molecular cluster, C38H56NO18 overall in a non-equilibrium geometry, with ωB97M-V/def2-TZVPD.

Computed properties:
HOMO energy = -10.48 eV
LUMO = -0.15811 Eh
Gap between HOMO and LUMO = 6.18 eV
Charge = +1

Each line ends with the Löwdin charge.
Positions of all 113 atoms, in Å:
O (36.1370, 11.8500, 33.6680)  0.099
O (38.2360, 9.9250, 29.7780)  0.151
O (40.8140, 14.6920, 29.7360)  0.094
O (35.3500, 23.0620, 38.0110)  -0.025
O (35.8240, 16.0750, 39.6260)  0.081
O (36.7290, 13.5830, 38.1040)  0.025
O (40.4740, 11.3970, 30.2120)  0.171
O (37.6220, 20.0770, 38.1480)  -0.075
O (35.4510, 14.3260, 30.6740)  0.148
O (30.9620, 18.5090, 38.2690)  0.068
O (38.9820, 13.8270, 27.5960)  0.102
O (38.3830, 13.3550, 34.1550)  0.056
O (37.7670, 20.8320, 33.6930)  0.046
O (34.1680, 17.5910, 35.9030)  0.043
O (36.9940, 15.7840, 32.4670)  0.108
O (34.3830, 15.3160, 33.2050)  0.044
O (33.8560, 14.5570, 38.4840)  0.109
O (32.9790, 19.9290, 39.3630)  0.127
N (38.0140, 16.8480, 36.1410)  -0.362
C (38.7550, 16.1070, 37.2400)  0.029
C (36.6030, 14.4980, 30.5020)  -0.391
C (35.8460, 23.4330, 39.1510)  -0.409
C (33.6860, 18.0240, 34.8610)  -0.455
C (38.4090, 19.1330, 37.4510)  -0.212
C (37.2400, 10.8020, 31.5860)  0.115
C (36.8370, 12.4300, 37.6870)  -0.385
C (32.3340, 14.0930, 32.8010)  -0.020
C (34.6880, 16.6190, 39.2620)  -0.207
C (33.6980, 13.8670, 35.0560)  0.039
C (38.6470, 14.1020, 28.8740)  -0.145
C (33.5590, 14.5190, 33.5930)  -0.433
C (36.2800, 22.4040, 40.1720)  -0.024
C (36.8820, 16.1870, 35.6160)  -0.060
C (37.1530, 22.2280, 35.5570)  -0.020
C (37.1910, 11.7330, 32.8790)  -0.140
C (32.2680, 17.7030, 34.5150)  -0.008
C (39.5250, 11.4430, 31.1020)  -0.202
C (39.4470, 22.4450, 34.2680)  0.004
C (38.9070, 17.2020, 34.9890)  0.011
C (38.9650, 15.3780, 31.0690)  0.073
C (39.5860, 12.1810, 32.3950)  0.103
C (37.6010, 15.3140, 31.3210)  -0.130
C (34.5040, 18.8180, 33.8920)  0.006
C (39.5670, 14.7200, 29.8950)  -0.312
C (35.8120, 24.9430, 39.4360)  -0.028
C (35.6380, 11.6070, 37.0990)  0.018
C (38.2190, 11.8460, 37.7670)  0.000
C (37.2170, 13.8980, 29.3280)  0.091
C (37.5040, 18.1470, 36.6830)  -0.093
C (33.1880, 18.7900, 39.0570)  -0.445
C (32.1780, 17.9140, 38.5850)  -0.100
C (32.4110, 16.3410, 38.3900)  0.112
C (38.3610, 12.5260, 33.2170)  -0.343
C (34.4780, 18.1200, 39.3770)  0.096
C (38.3510, 10.6150, 30.7410)  -0.436
C (33.6870, 15.7320, 38.5990)  -0.443
C (38.1180, 21.7510, 34.4000)  -0.438
H (32.2480, 12.9320, 32.7660)  0.116
H (39.5110, 23.4460, 34.2980)  0.055
H (36.3530, 10.2140, 31.5860)  0.097
H (39.8220, 18.0120, 35.4630)  0.190
H (36.1640, 22.9520, 41.0720)  0.045
H (31.6490, 18.6480, 34.6110)  0.123
H (31.2950, 14.4410, 33.1630)  0.116
H (37.2150, 18.6700, 35.6510)  0.163
H (38.3940, 10.9320, 37.6390)  -0.009
H (31.6430, 17.2540, 35.1620)  0.029
H (33.9250, 12.7440, 34.5920)  0.139
H (38.9590, 12.2620, 37.0600)  0.103
H (37.7170, 22.6950, 36.5390)  0.132
H (37.3370, 21.9970, 40.3320)  0.110
H (35.6470, 15.0800, 39.5210)  0.133
H (36.6730, 21.3780, 35.9040)  0.013
H (35.2270, 19.4590, 34.4230)  0.081
H (36.2110, 15.4640, 32.5120)  -0.061
H (38.3330, 17.7700, 34.1690)  0.129
H (34.0000, 19.7010, 33.4240)  0.112
H (35.8440, 11.1000, 36.2270)  0.031
H (39.3750, 16.2940, 34.5860)  0.097
H (35.2830, 21.7990, 39.9920)  0.131
H (39.0900, 15.1140, 36.9240)  0.102
H (39.6300, 15.9660, 31.6720)  0.122
H (31.0420, 19.5020, 38.3110)  0.141
H (32.0050, 17.3340, 33.5390)  0.084
H (38.9920, 18.6200, 38.3520)  0.155
H (31.5450, 15.7630, 37.9730)  0.126
H (39.1820, 19.5280, 36.8950)  0.074
H (35.4280, 11.2540, 33.3850)  0.134
H (36.5470, 13.5560, 28.5230)  0.123
H (38.6390, 11.9420, 38.7470)  0.093
H (39.9570, 22.1370, 33.4710)  0.042
H (36.4700, 23.0220, 35.2250)  0.084
H (37.1230, 15.2630, 35.1880)  0.075
H (35.3990, 18.9050, 39.5350)  0.152
H (36.6670, 17.8780, 37.1910)  0.076
H (39.6780, 16.8170, 37.5620)  0.146
H (38.4670, 13.0730, 27.2690)  0.133
H (32.9340, 13.8200, 35.5990)  -0.018
H (38.3410, 15.8770, 38.1780)  0.072
H (40.4930, 12.8090, 32.6060)  0.132
H (34.9520, 11.0850, 37.9350)  0.154
H (34.9400, 12.3900, 37.0180)  0.013
H (37.6750, 20.1030, 39.1180)  0.082
H (36.0360, 25.2210, 40.4910)  0.079
H (36.3660, 16.7240, 34.8330)  0.085
H (32.4460, 14.5580, 31.8470)  0.063
H (36.0580, 16.0700, 36.4400)  0.142
H (40.1930, 10.7230, 29.6530)  0.083
H (34.8310, 25.0270, 39.6490)  0.036
H (34.4780, 14.3720, 35.5940)  0.058
H (34.7540, 18.0890, 33.2170)  0.053
H (36.4140, 25.7280, 38.8420)  0.126
H (40.0420, 22.0520, 35.0340)  0.077